Entry 1:
A molecular structure, C34H58N2O4PtSi, computed with the ωB97M-V functional and the def2-TZVPD basis.

As for the HOMO-LUMO gap (alpha / beta): 7.587 / 7.033 eV. For the HOMO energy (alpha / beta), the calculation gives -7.19 / -7.57 eV. The spin multiplicity is 3.

Last column: Löwdin spin population.
CARTESIAN COORDINATES (ANGSTROEM)
O (1.15, -2.30, -1.26)  0.02
O (-2.10, -2.29, -6.01)  0.00
C (2.30, -2.57, -2.04)  0.00
C (3.10, -3.71, -1.47)  0.00
H (2.92, -1.68, -2.10)  0.00
H (2.00, -2.78, -3.07)  0.00
H (3.45, -3.50, -0.44)  0.00
H (3.98, -3.94, -2.08)  0.00
H (2.52, -4.66, -1.47)  0.00
C (0.07, -3.17, -1.51)  0.01
C (-0.03, -3.93, -2.83)  0.00
H (-0.84, -2.60, -1.35)  0.00
H (0.13, -3.93, -0.72)  0.00
H (-0.19, -3.26, -3.69)  0.00
H (-0.90, -4.59, -2.76)  0.00
H (0.82, -4.60, -3.04)  0.00
C (-3.15, -1.82, -5.17)  0.00
C (-1.33, -1.28, -6.68)  0.00
C (-3.85, -3.03, -4.57)  0.00
H (-3.87, -1.24, -5.77)  0.00
H (-2.79, -1.17, -4.36)  0.00
H (-4.07, -3.78, -5.32)  0.00
H (-4.78, -2.70, -4.12)  0.00
H (-3.23, -3.49, -3.80)  0.00
C (-0.90, -1.84, -8.02)  0.00
H (-0.43, -1.06, -6.08)  0.00
H (-1.89, -0.35, -6.82)  0.00
H (-0.29, -2.73, -7.89)  0.00
H (-0.32, -1.08, -8.54)  0.00
H (-1.76, -2.11, -8.63)  0.00
H (0.43, 0.85, -2.30)  0.01
N (1.55, 1.05, 1.02)  0.15
C (1.52, 2.33, 1.42)  0.01
C (0.36, 3.12, 1.29)  0.00
C (-0.94, 2.68, 1.05)  0.01
C (2.75, 2.90, 2.09)  0.01
H (3.66, 2.75, 1.49)  0.00
H (2.91, 2.44, 3.07)  0.00
H (2.65, 3.97, 2.26)  0.00
C (-2.10, 3.65, 1.20)  0.01
H (-2.59, 3.64, 2.19)  0.00
H (-2.87, 3.48, 0.44)  0.00
H (-1.75, 4.69, 1.08)  0.00
N (-1.20, 1.37, 0.80)  0.13
C (2.69, 0.21, 1.22)  0.00
C (3.68, 0.08, 0.21)  0.02
C (3.69, 0.97, -0.99)  0.00
C (4.64, -0.91, 0.38)  0.00
H (5.39, -1.02, -0.41)  0.00
C (4.65, -1.73, 1.50)  0.02
H (5.43, -2.48, 1.60)  0.00
C (3.71, -1.54, 2.51)  0.00
H (3.70, -2.18, 3.40)  0.00
C (2.74, -0.55, 2.41)  0.02
C (1.71, -0.37, 3.47)  0.00
C (-2.47, 0.83, 1.15)  0.01
C (-3.36, 0.47, 0.13)  0.02
C (-3.03, 0.72, -1.30)  0.02
C (-4.57, -0.13, 0.47)  0.00
H (-5.23, -0.47, -0.33)  0.00
C (-4.94, -0.34, 1.80)  0.02
H (-5.89, -0.81, 2.04)  0.00
C (-4.09, 0.11, 2.81)  0.00
H (-4.37, -0.03, 3.87)  0.00
C (-2.86, 0.69, 2.51)  0.01
C (-1.92, 1.10, 3.60)  0.00
Pt (0.13, 0.09, -0.07)  1.26
H (4.06, 0.42, -1.87)  0.00
H (4.37, 1.82, -0.84)  0.00
H (2.69, 1.36, -1.24)  0.00
H (1.44, 0.69, 3.59)  0.00
H (2.09, -0.76, 4.42)  0.00
H (0.80, -0.94, 3.24)  0.00
H (-3.53, -0.02, -1.94)  0.00
H (-1.95, 0.64, -1.48)  0.02
H (-3.37, 1.72, -1.62)  0.00
H (-0.92, 0.65, 3.47)  0.00
H (-2.29, 0.76, 4.58)  0.00
H (-1.81, 2.20, 3.64)  0.00
H (0.49, 4.18, 1.53)  0.00
C (0.63, 0.45, -3.31)  0.02
Si (0.42, 2.29, -3.72)  0.00
H (1.60, -0.08, -3.27)  0.00
H (-0.16, -0.27, -3.57)  0.00
C (1.71, 2.30, -5.07)  0.00
C (0.84, 3.47, -2.31)  0.00
C (-1.43, 2.38, -4.02)  0.00
H (-1.84, 1.40, -4.28)  0.00
H (-1.56, 3.05, -4.87)  0.00
H (-2.02, 2.76, -3.18)  0.00
H (2.66, 1.92, -4.63)  0.00
H (1.86, 3.30, -5.51)  0.00
H (1.35, 1.58, -5.82)  0.00
H (1.67, 3.16, -1.66)  0.00
H (0.01, 3.67, -1.62)  0.00
H (1.13, 4.43, -2.75)  0.00
O (-1.47, -1.95, 2.57)  0.02
C (-0.90, -1.73, 1.52)  0.02
O (0.38, -1.53, 1.25)  0.17
H (-1.51, -1.70, 0.60)  0.01

=====

Entry 2:
A single C5H7N3 molecule, computed with the ωB97M-V functional and the def2-TZVPD basis.

As for the HOMO-LUMO gap: 9.183 eV. For the HOMO energy, the calculation gives -9.05 eV. For the energy relative to the best compared isomer or geometry (same formula, charge and spin), the calculation gives 342.4 kJ/mol.

Last column: Löwdin charge in e.
CARTESIAN COORDINATES (ANGSTROEM)
C (0.96, -1.84, -1.13)  0.01
C (0.01, -1.11, -0.63)  -0.14
C (-0.31, 0.34, -1.01)  -0.30
C (-0.14, 0.79, -2.34)  -0.19
N (-0.20, 1.13, -3.46)  0.16
N (-0.84, 1.25, -0.26)  0.06
N (-1.04, 1.19, 1.12)  -0.08
C (-0.03, 0.60, 2.01)  -0.09
H (1.80, -1.50, -1.77)  0.09
H (0.96, -2.85, -0.83)  0.05
H (-0.65, -1.56, 0.14)  0.11
H (-1.27, 2.13, 1.41)  0.11
H (-0.42, 0.70, 3.02)  0.08
H (0.28, -0.40, 1.74)  0.05
H (0.90, 1.14, 1.97)  0.07

=====

Entry 3:
A molecular structure, C19H11IrN4O2S3, computed with the ωB97M-V functional and the def2-TZVPD basis.

As for the HOMO-LUMO gap (alpha / beta): 6.073 / 6.071 eV. For the HOMO energy (alpha / beta), the calculation gives -8.26 / -8.26 eV. For the energy relative to the best compared isomer or geometry (same formula, charge and spin), the calculation gives 256.1 kJ/mol.

Last column: Löwdin charge in e.
CARTESIAN COORDINATES (ANGSTROEM)
Ir (-0.68, -0.12, 0.64)  0.90
O (3.42, -0.67, 0.52)  -0.26
S (1.99, -0.74, 0.47)  0.62
O (1.29, -0.96, 1.75)  -0.39
N (1.24, 0.57, -0.16)  -0.21
C (1.58, 1.84, 0.19)  -0.28
C (2.88, 2.31, 0.35)  0.00
C (3.11, 3.66, 0.60)  -0.06
C (2.08, 4.57, 0.64)  -0.03
C (0.74, 4.13, 0.54)  -0.15
C (-0.38, 4.98, 0.62)  0.01
C (-1.64, 4.44, 0.64)  -0.03
C (-1.77, 3.04, 0.63)  -0.13
N (-0.75, 2.23, 0.50)  0.00
C (0.49, 2.74, 0.39)  -0.16
C (1.47, -2.10, -0.57)  -0.30
C (0.31, -2.06, -1.33)  -0.14
C (-0.14, -3.22, -1.94)  -0.06
C (0.57, -4.40, -1.79)  -0.06
C (1.74, -4.43, -1.06)  -0.06
C (2.19, -3.27, -0.43)  -0.06
H (3.70, 1.61, 0.28)  0.10
H (4.12, 3.99, 0.74)  0.11
H (2.27, 5.62, 0.78)  0.11
H (-0.23, 6.05, 0.66)  0.12
H (-2.52, 5.06, 0.67)  0.11
H (-2.75, 2.59, 0.74)  0.06
H (-0.22, -1.12, -1.49)  0.08
H (-1.05, -3.20, -2.52)  0.12
H (0.21, -5.30, -2.27)  0.11
H (2.29, -5.35, -0.95)  0.11
H (3.09, -3.26, 0.16)  0.12
S (-3.14, 0.06, 0.10)  0.68
C (-3.63, -1.58, 0.14)  -0.75
C (-4.90, -1.83, -0.42)  -0.30
N (-5.94, -2.00, -0.88)  0.19
C (-2.87, -2.60, 0.69)  -0.75
S (-1.43, -2.34, 1.58)  0.72
C (-3.25, -3.93, 0.49)  -0.29
N (-3.51, -5.03, 0.28)  0.19

=====

Entry 4:
2 unconnected molecules or ions with the total composition C18H13N4O7, computed with the ωB97M-V functional and the def2-TZVPD basis.

As for the HOMO-LUMO gap: 4.343 eV. For the HOMO energy, the calculation gives -3.99 eV. For the energy relative to the best compared isomer or geometry (same formula, charge and spin), the calculation gives 21.7 kJ/mol. The charge is -1.

Last column: Löwdin charge in e.
CARTESIAN COORDINATES (ANGSTROEM)
N (-2.07, -6.64, 2.06)  0.16
C (-1.70, -5.54, 2.10)  -0.17
C (-1.23, -4.19, 2.13)  -0.15
C (0.10, -3.77, 2.12)  0.09
C (0.44, -2.39, 2.04)  -0.11
N (1.84, -2.05, 2.15)  -0.31
O (2.64, -3.01, 2.21)  0.03
O (2.19, -0.85, 2.17)  0.09
C (-0.54, -1.38, 2.01)  0.14
C (-1.84, -1.81, 2.16)  -0.08
N (-3.02, -1.10, 2.47)  -0.12
O (-3.26, 0.07, 2.66)  0.12
O (-4.06, -2.11, 2.59)  0.03
N (-3.55, -3.39, 2.38)  0.14
C (-2.23, -3.18, 2.19)  -0.20
H (0.88, -4.51, 2.15)  0.13
H (-0.29, -0.32, 1.93)  0.14
C (-3.50, -0.13, -3.76)  -0.09
C (-3.02, 0.30, -2.39)  -0.26
O (-1.66, 0.75, -2.46)  -0.06
C (-1.04, 0.79, -1.23)  -0.50
C (0.24, 1.45, -1.37)  0.00
C (0.99, 1.99, -0.29)  -0.44
C (2.32, 2.66, -0.59)  -0.13
C (2.95, 2.74, -1.84)  -0.04
C (4.21, 3.33, -1.98)  -0.11
C (4.87, 3.86, -0.87)  -0.12
C (4.24, 3.82, 0.38)  -0.10
C (2.99, 3.24, 0.51)  -0.03
O (0.59, 1.95, 0.88)  -0.03
O (-1.58, 0.32, -0.24)  0.02
H (-4.54, -0.47, -3.70)  0.07
H (-3.46, 0.68, -4.49)  0.07
H (-2.90, -0.97, -4.14)  0.07
H (-3.63, 1.13, -2.00)  0.12
H (-3.07, -0.53, -1.69)  0.11
H (0.46, 1.78, -2.38)  0.07
H (2.45, 2.33, -2.72)  0.10
H (4.69, 3.37, -2.96)  0.09
H (5.85, 4.31, -0.97)  0.09
H (4.73, 4.24, 1.26)  0.09
H (2.51, 3.20, 1.48)  0.11

=====

For each record above, in turn, the calculated max |F| values are 2.46; 3.23; 3.81; 2.93 eV/Å.